C4H3N2 as an isolated structure in a non-equilibrium geometry, computed with ωB97M-V with the def2-TZVPD basis set.

Geometry (Å):
C (1.57398, 1.05387, 0.07573)
C (-0.38076, 1.08338, -0.00870)
C (0.10096, -0.30185, -0.13178)
C (-0.59164, -1.50359, -0.16369)
N (0.86442, 2.08870, 0.17056)
N (1.50765, -0.21626, 0.10441)
H (-1.39963, 1.49839, 0.30310)
H (-0.12067, -2.27116, 0.26998)
H (-1.55432, -1.43149, -0.61961)

Calculated values
**Orbital gap (alpha / beta)**: 7.89 / 7.89 eV
**Multiplicity**: 1
**Total energy**: -7162.4069 eV
**Strongest force on any atom**: 0.111 hartree/bohr
**Net charge**: +1
**E_HOMO (alpha / beta)**: -16.02 / -16.02 eV

Atomic partial charges in e from the Löwdin method, atoms 1 to 2:
1 C -0.050
2 C 0.189

A 2-piece molecular cluster, C3H10N2O2 overall, computed with ωB97M-V with the def2-TZVPD basis set.

Geometry (Å):
C (1.87290, 0.52032, -0.11044)
N (1.98876, 0.32679, -1.54185)
C (0.89459, 0.19074, -2.31935)
O (-0.23431, 0.41734, -1.94426)
H (1.27657, 1.39249, 0.15889)
H (2.86636, 0.66119, 0.30831)
H (1.34861, -0.32385, 0.33511)
H (2.89000, 0.25740, -1.96876)
H (1.16508, -0.17106, -3.32537)
N (-0.93360, 0.36796, 1.70313)
C (-1.59681, -0.73370, 1.05597)
O (-2.99459, -0.70559, 1.34436)
H (-1.35152, 1.21220, 1.33582)
H (-1.10219, 0.29498, 2.69645)
H (-1.45417, -0.61777, -0.01922)
H (-1.17401, -1.68074, 1.39801)
H (-3.46168, -1.40872, 0.89321)

Calculated values
**Orbital gap**: 10.64 eV
**Multiplicity**: 1
**Structure (SMILES)**: CNC=O.NCO
**Total energy**: -10348.2176 eV
**Strongest force on any atom**: 0.015 hartree/bohr
**Net charge**: 0
**E_HOMO**: -9.75 eV

Atomic partial charges in e from the Löwdin method, atoms 1 to 2:
1 C -0.086
2 N -0.032

CH4F2Si in the gas phase in a non-equilibrium geometry, computed with ωB97M-V with the def2-TZVPD basis set.

Geometry (Å):
C (0.66492, 0.55794, -0.60748)
Si (-0.71470, -0.42020, 0.45292)
F (-0.53137, 0.07001, 1.99142)
F (-0.30851, -1.95836, 0.43092)
H (1.73220, 0.38757, -0.24535)
H (0.80233, 0.25903, -1.55791)
H (0.55695, 1.59218, -0.63420)
H (-2.20183, -0.48818, 0.16968)

Calculated values
**Orbital gap**: 12.70 eV
**Multiplicity**: 1
**Structure (SMILES)**: C[SiH](F)F
**Total energy**: -14417.6842 eV
**Strongest force on any atom**: 0.084 hartree/bohr
**Net charge**: 0
**E_HOMO**: -11.73 eV

Atomic partial charges in e from the Löwdin method, atoms 1 to 2:
1 C -0.148
2 Si 0.482

An isolated ion of composition C5H15N2O and charge +2 in a non-equilibrium geometry, computed with ωB97M-V with the def2-TZVPD basis set.

Geometry (Å):
C (-0.03961, -1.67842, -0.11679)
N (-0.10391, -0.14494, -0.32578)
C (1.20147, 0.36295, 0.13677)
C (1.18502, 1.91575, 0.08567)
C (1.01897, 2.53146, 1.51063)
O (0.21489, 1.65038, 2.21543)
C (-1.25027, -2.45734, -0.72478)
N (-1.85995, -1.54464, -1.77981)
H (0.17916, -1.75060, 0.93231)
H (0.89184, -1.82546, -0.67221)
H (-0.89671, 0.31881, 0.11096)
H (1.84334, 0.00727, -0.66222)
H (1.54934, 0.10812, 1.16670)
H (0.30014, 2.18805, -0.54328)
H (2.10365, 2.27331, -0.36228)
H (2.06304, 2.59313, 1.87573)
H (0.46671, 3.46728, 1.32736)
H (-0.00510, 1.92949, 3.12515)
H (-1.94300, -2.55297, 0.12858)
H (-0.93901, -3.36156, -1.23459)
H (-2.38097, -2.09114, -2.47456)
H (-2.52031, -0.84124, -1.43021)
H (-1.07874, -1.09768, -2.28879)

Calculated values
**Orbital gap (alpha / beta)**: 10.18 / 4.95 eV
**Multiplicity**: 2
**Total energy**: -10435.4737 eV
**Strongest force on any atom**: 0.097 hartree/bohr
**Net charge**: +2
**E_HOMO (alpha / beta)**: -17.71 / -17.43 eV

Atomic partial charges in e from the Löwdin method, atoms 1 to 2:
1 C -0.059
2 N 0.148